1.
Computed, not measured: a single C11H16N2O molecule, with ωB97M-V/def2-TZVPD.

Atoms and positions in Å:
1 O -0.09867 -1.54955 -2.08021
2 H 0.60538 1.85919 1.19634
3 C 1.25957 -0.62979 0.12735
4 H 2.68503 0.86137 -0.48314
5 H -3.02431 1.21435 -1.47118
6 C 0.71452 -0.20653 1.47324
7 H -1.01437 1.52290 -2.51617
8 C 1.63527 0.60631 -0.65328
9 C 0.33169 -0.99427 2.61173
10 C 2.10808 -1.91540 0.19149
11 C -0.59368 1.43550 -1.44400
12 N -0.04169 -0.24025 3.59297
13 H -0.98776 -1.93544 -0.32870
14 C -0.59942 -1.11661 -0.88794
15 N -0.03825 1.06033 3.13243
16 H -0.63888 1.73845 3.56063
17 H 0.34945 -0.70179 -2.34565
18 H -0.88594 2.23796 -0.89041
19 C 0.88519 1.43927 -1.38168
20 C -1.30318 0.18321 -0.81371
21 H 0.44931 -2.02741 2.57345
22 H -1.39266 0.56003 0.17271
23 C -2.77290 0.27410 -1.22403
24 H 1.87934 -2.63189 -0.68732
25 H -3.44550 -0.22974 -0.55389
26 H 1.84674 -2.41821 1.16344
27 C 0.41017 1.08479 1.84188
28 H 1.37781 2.32873 -1.73847
29 H 3.06847 -1.56603 0.01644
30 H -2.76879 -0.24357 -2.15430

Results
Orbital gap, eV: 8.0
Total charge: 0
Multiplicity: 1
LUMO energy, eV: 0.69

***

2.
Computed, not measured: a molecular structure, C3H8O2Si2, with ωB97M-V/def2-TZVPD.

Atoms and positions in Å:
1 H -0.40685 -1.93868 -2.27408
2 H 2.05804 -0.35002 1.30347
3 H -1.81581 -1.81787 -0.19919
4 Si 1.43548 -1.62193 1.09625
5 H 0.78099 2.82341 -0.54153
6 H 0.39737 -2.05558 2.06026
7 C -1.32431 0.96808 -1.18455
8 C -0.90683 1.66560 0.01336
9 O -1.57647 1.44063 -2.24887
10 H -1.54298 1.39571 0.80636
11 H 0.34695 2.52355 1.36299
12 Si -0.75828 -1.35074 -1.00388
13 H 2.46026 -2.81296 0.66881
14 O 0.57107 -1.17455 -0.17320
15 C 0.28139 2.30535 0.31381

Results
Orbital gap, eV: 8.5
Total charge: 0
Multiplicity: 1
LUMO energy, eV: 0.47

***

3.
Computed, not measured: 2 unconnected molecules or ions with the total composition C4H9NO2, with ωB97M-V/def2-TZVPD.

Atoms and positions in Å:
1 H -1.27831 1.37676 -0.86880
2 H 2.23572 0.65217 -1.03429
3 C 1.16139 0.54748 -1.20957
4 H -1.08881 1.64092 0.89212
5 H 1.14915 -0.01218 2.20351
6 H 0.85740 1.19479 -2.04334
7 H -2.61313 -0.23397 0.26012
8 H 0.94076 -0.49313 -1.47236
9 N 1.82781 -1.59659 0.79848
10 C 1.47847 -0.77417 1.53021
11 O 0.54664 0.96468 0.00174
12 H -0.29338 -1.71512 -0.31270
13 C -0.86395 0.96028 0.06036
14 O -1.18397 -1.41689 -0.54913
15 H -1.34539 -0.70482 1.39198
16 C -1.53042 -0.39020 0.35167

Results
Orbital gap, eV: 10.5
Total charge: 0
Multiplicity: 1
LUMO energy, eV: 0.86

***

4.
Computed, not measured: a molecular structure, C10H16ClPmTi, with ωB97M-V/def2-TZVPD.

Atoms and positions in Å:
1 C 1.32499 0.57305 5.25919
2 H 1.47500 2.00546 -3.18806
3 H 1.13642 2.69790 4.83369
4 H -2.71389 -1.65176 -0.18297
5 H 2.21063 0.98679 -4.51647
6 H -1.95317 0.37181 -5.20780
7 C 0.67474 -0.95187 3.49952
8 H 1.37239 -1.58929 5.44334
9 H 1.69501 0.74396 6.26954
10 C 0.42220 0.18751 2.76616
11 H 1.45331 -1.96425 -4.83300
12 C 0.53988 1.48763 3.15834
13 C -2.34116 -1.26539 0.78236
14 Ti -0.00123 -0.11944 -3.38062
15 H 2.39384 0.53740 -2.77655
16 H -2.02412 1.47873 -3.75602
17 C 1.71388 0.98584 -3.53221
18 H 0.50157 -1.95791 3.11514
19 Pm -0.15733 -0.69305 0.57546
20 H -2.55587 -0.21085 -3.60709
21 C 1.01631 1.68431 4.45814
22 Cl -0.56447 1.04265 -1.38333
23 H -2.34747 -2.07181 1.54255
24 H -2.96309 -0.42685 1.12997
25 C 0.42263 -1.69650 -4.51335
26 C -1.82920 0.45631 -4.11762
27 H 0.26777 2.31566 2.50520
28 H -0.32198 -2.22478 -5.14748
29 C 1.15240 -0.73125 4.80396

Results
Expectation value of S²: 6.210
Orbital gap (alpha / beta), eV: 5.8 / 5.6
Total charge: 0
Multiplicity: 5
LUMO energy (alpha / beta), eV: -1.35 / -1.15

***

5.
Computed, not measured: a molecular structure, C3H3InLiO2, with ωB97M-V/def2-TZVPD.

Atoms and positions in Å:
1 O 0.39685 -1.18477 -1.91349
2 H -0.64214 1.53103 0.37135
3 In -0.80683 -0.81492 2.50300
4 H 1.58459 2.02992 0.31145
5 C -0.54293 -1.78214 -1.47669
6 O -0.82518 -0.60423 0.51151
7 Li -2.52604 -1.07554 -0.49858
8 H 2.06409 0.24258 -0.07868
9 C -0.00360 0.66747 0.12430
10 C 1.30119 0.99059 0.14582

Results
Orbital gap, eV: 8.7
Total charge: +1
Multiplicity: 1
LUMO energy, eV: -4.49

***

6.
Computed, not measured: a molecular structure, C37H98N6O14, with ωB97M-V/def2-TZVPD.

Atoms and positions in Å:
1 O 0.40519 -0.11284 -1.66496
2 C 0.77894 -2.27612 -3.50851
3 C -2.80968 -4.32392 1.30197
4 H -1.95105 4.88401 1.63482
5 H -0.65181 0.84165 2.74918
6 O 0.51646 3.88118 -1.82967
7 H -2.83589 -4.14934 0.22635
8 H -1.83843 0.57045 1.41045
9 H -0.28689 4.68600 1.88947
10 C 2.57411 1.45175 -0.48908
11 H 4.76955 1.23733 -2.07922
12 C -1.22050 4.92123 3.77237
13 H -1.63264 3.37924 5.15060
14 H -0.49365 5.33532 -0.67030
15 H 4.22379 0.31346 -4.31888
16 H 2.46841 4.27151 -2.39668
17 O -3.57252 0.16963 0.42949
18 H -0.47459 1.20010 1.49095
19 H 3.26493 -6.42477 -0.33315
20 H -4.57322 -5.33352 -2.35840
21 H -2.18963 5.30668 4.08911
22 C 2.54987 4.41175 0.96258
23 H 5.25726 -0.84595 -3.45213
24 H -1.34303 -3.06457 -2.40888
25 H 1.43400 5.58239 -2.52740
26 H -1.12414 6.29815 2.30220
27 H 0.27441 -5.96647 -2.47715
28 C -4.42482 -5.52957 -1.29650
29 H -2.25439 1.69677 -0.01244
30 C -2.59911 1.05280 0.79661
31 O 0.67803 -4.97836 1.29126
32 H -0.32639 -2.03251 2.78239
33 O -3.09003 1.46151 3.15990
34 H 0.17109 -4.44415 -3.11201
35 H -1.68864 -0.24016 -1.08596
36 O -0.37470 2.64106 3.92861
37 H -0.60797 -3.96455 1.48498
38 C 1.31374 -0.35584 -4.71759
39 H -2.41375 3.18680 3.49181
40 H -1.82443 -2.83904 -0.82167
41 H 1.62949 -7.08737 -0.23852
42 H 2.77044 -4.67961 0.97098
43 C 2.04122 3.70403 2.24593
44 H 3.45233 4.98110 1.18513
45 C 2.27665 1.97899 -2.87877
46 H -3.31052 0.54280 2.98976
47 H 0.99226 -2.85774 -2.61168
48 H 0.17938 6.23930 4.08925
49 H -3.94192 3.70672 -0.29261
50 H 1.23284 1.98295 -3.19266
51 H -4.73212 -6.54251 -1.03646
52 N -1.29622 2.70927 -0.34576
53 C -1.53501 -3.68672 1.98647
54 C 0.61303 -2.37039 2.34489
55 N 1.71346 -0.34373 -2.20494
56 C -1.87452 3.80565 -1.13615
57 H 2.87597 1.95952 -3.78901
58 H -2.65713 -5.36513 1.58600
59 H -0.88080 5.14390 -2.42645
60 O -0.81371 0.05972 -3.00952
61 C -0.96947 -3.19936 -1.39379
62 O 1.89386 -5.31132 -1.48202
63 C -0.14001 -1.20143 0.18631
64 H -2.14286 2.77624 1.91510
65 H 2.38667 5.24861 3.61460
66 H -2.21622 3.46230 -2.11260
67 C 2.76533 2.43940 2.91131
68 H 1.06458 1.76285 1.13613
69 C 2.20553 -6.16913 -0.35304
70 H 0.95694 -5.12268 -1.57247
71 H -0.09920 0.52376 -2.56708
72 C -3.08360 4.37482 -0.36364
73 H 1.12446 5.37486 2.79432
74 H 0.50498 -0.60639 -0.84760
75 H 1.00441 -2.98508 -4.30515
76 H 1.17663 3.20544 1.80777
77 H 3.63452 -2.28071 -2.80004
78 H 2.25723 -2.30891 0.51228
79 O -4.14609 0.73320 -1.47227
80 H -2.31694 -5.53712 -2.61094
81 C 4.29734 -0.32965 -3.44191
82 H -0.36258 -1.35264 -0.86996
83 H -3.94292 2.62153 1.72482
84 H -2.80470 1.75204 -2.52195
85 H 2.18463 2.18748 3.79868
86 H 2.34875 2.93809 -2.36591
87 H -2.36106 -1.23697 -2.30851
88 C 0.34060 -2.54073 0.76976
89 C -2.99503 2.09929 1.85476
90 H -0.47115 -3.25933 0.65665
91 H 2.79758 3.58292 0.29943
92 H -3.89342 0.39814 -0.44596
93 H 1.58878 -3.08803 -0.72322
94 C -0.60205 1.24368 3.76109
95 N 0.00761 5.31369 4.45509
96 C 3.38096 0.24892 2.78015
97 C -1.15090 5.20849 2.30008
98 C 1.75113 -1.06479 -3.44553
99 H -0.25588 5.67084 5.36233
100 H -1.48335 0.94433 4.32837
101 H -1.67031 -2.60607 2.03105
102 C 1.67625 4.77203 -1.83984
103 C 1.96102 -5.40939 0.95217
104 C -1.95420 -0.23938 -2.14312
105 N 1.65766 4.65019 3.25329
106 O 0.85194 -0.15051 0.52114
107 H 4.22229 -0.29343 -1.30209
108 H 2.45875 -0.08300 3.25705
109 H -4.71537 -0.01735 -1.65715
110 C -0.63524 4.63564 -1.49400
111 C -2.00616 -5.55508 -1.56634
112 C 4.10201 0.37871 -2.15171
113 H 3.62151 -0.65465 2.21997
114 H 1.59279 1.82667 -0.19835
115 H -2.79263 4.50527 0.67868
116 H 2.09816 -6.03943 1.83101
117 H 1.96995 5.14623 -0.85911
118 O -3.93934 -3.71603 1.81347
119 H 0.46057 -4.22555 0.73664
120 C 2.61727 0.81821 -1.97404
121 H 3.23902 2.31419 -0.44209
122 H 1.38769 -1.61691 2.48727
123 H 0.24276 -0.17768 -4.62071
124 H 3.58149 2.87229 3.48975
125 H -3.59604 5.27116 -0.71304
126 O -3.15701 -5.11387 -0.78097
127 N 1.60299 -3.04427 0.28574
128 C 3.32301 -1.52898 -3.52527
129 O -1.49172 -4.09037 3.36856
130 H -0.33500 2.81588 -0.63693
131 H -1.13482 -0.98820 0.57742
132 H 0.01405 1.66866 -0.20392
133 H -0.28956 -2.06080 -3.50177
134 C -1.51968 3.42627 4.06749
135 H -0.71772 -3.77972 3.84399
136 H 3.37453 -2.13954 -4.42675
137 C -0.70877 -4.69699 -1.24286
138 H 2.82206 0.67439 0.23364
139 H 0.21925 0.65652 4.17194
140 H -0.39645 -4.84518 -0.20913
141 O 3.00526 1.40445 1.97538
142 H -3.45020 0.32480 -3.37110
143 H 4.28083 0.48761 3.34702
144 H -5.21989 -5.06967 -0.70958
145 H -0.08455 -2.62197 -1.12613
146 H 1.30370 -0.87350 -5.67677
147 H -3.64753 -3.75243 2.72732
148 C 0.28180 1.13621 0.70872
149 H -1.62589 -6.54729 -1.32343
150 N 0.29066 -4.97938 -2.26388
151 H 1.71454 5.03092 0.63556
152 H -1.63358 1.84119 -0.73654
153 H 0.90513 -3.27044 2.88588
154 H 1.90614 0.52092 -4.97920
155 C -3.11156 0.71212 -2.41015

Results
Orbital gap, eV: 7.3
Total charge: 0
Multiplicity: 1
LUMO energy, eV: 0.17

***

7.
Computed, not measured: a molecular structure, C8H33BeN16O9, with ωB97M-V/def2-TZVPD.

Atoms and positions in Å:
1 H -0.06200 3.30897 -4.92206
2 N -2.03119 -3.01794 -3.57540
3 H 0.31697 -0.58136 2.10416
4 N 0.09794 -2.50750 0.22851
5 H 1.25740 -0.48864 -1.40550
6 O -0.59648 0.51525 -0.85311
7 O 2.02082 3.24759 0.80599
8 H -1.82744 3.58198 3.61552
9 N -0.48654 -1.58467 -2.75586
10 H 1.03318 1.95875 -1.04144
11 N 3.46713 3.96331 -0.82944
12 O -2.25332 -0.84775 1.15446
13 H -3.42835 3.54684 2.89565
14 H 2.55517 0.34279 5.38382
15 H -1.61622 4.01739 -4.50137
16 N -0.96156 3.25331 -4.48357
17 N -3.53047 -2.31283 2.32766
18 C -1.97947 2.62096 1.85795
19 H 0.30262 -2.11977 -3.08857
20 H 2.44317 0.20907 -0.42920
21 N 1.16452 -0.28438 2.55940
22 H 4.85860 -2.13487 -1.55358
23 C -1.16249 2.32405 -3.54368
24 C 0.19484 -3.72785 0.77725
25 H 4.35432 -0.96789 -0.34945
26 H -1.49828 -2.98407 -4.42653
27 N 1.68390 2.66488 -1.36177
28 H -1.69560 -3.92800 0.34205
29 H 2.00933 2.65286 -2.30861
30 N -0.81177 2.00323 2.07954
31 N 2.40415 0.24444 4.39590
32 O -2.18745 2.34529 -2.83249
33 O -2.63881 2.48847 0.81400
34 H -0.41018 1.61341 1.24096
35 H -3.98214 -2.70647 1.52413
36 N 4.20382 -1.45028 -1.21237
37 N -0.19466 1.41439 -3.42268
38 C 2.97026 -1.39844 -1.73380
39 H -0.30236 2.09839 2.93830
40 H -0.23310 0.75846 -2.65258
41 H -1.49407 -0.11789 3.34685
42 Be -2.81922 0.72915 -0.94072
43 O 1.21063 -4.09511 1.37103
44 C 2.39181 3.25282 -0.35683
45 O 2.54411 -2.07600 -2.66674
46 N 2.16680 -0.59002 -0.97238
47 N -0.91691 -4.49287 0.63803
48 O 0.21145 -0.27340 4.60298
49 H -0.34847 -0.90133 -2.01408
50 H 1.95313 -0.03234 1.99123
51 C -2.58230 -1.35480 2.25021
52 H 3.14742 0.51954 3.77909
53 N -2.49062 3.18800 2.97141
54 H 0.00639 0.32315 -0.13024
55 H -2.69260 -3.73757 -3.34059
56 H 3.93845 4.43833 -0.07768
57 H -2.34210 -1.12907 4.36236
58 C 1.22660 -0.14088 3.91176
59 H 0.62128 1.48203 -4.00203
60 H -0.95752 -5.39727 1.06889
61 N -2.13210 -0.89509 3.40871
62 H 0.98692 -2.03629 0.18335
63 O -2.55582 -1.85222 -1.73475
64 H -3.86145 -2.50201 3.25757
65 H 3.74683 3.80691 -1.77628
66 C -1.72010 -2.12960 -2.62672
67 H -0.68681 -2.11750 -0.26661

Results
Orbital gap, eV: 5.9
Total charge: +1
Multiplicity: 1
LUMO energy, eV: -5.48